Entry 1:
DFT (ωB97M-V/def2-TZVPD) results for C4H5N3O as an isolated structure.

Cartesian coordinates (Å):
C 1.747 0.099 2.106
C -0.591 0.714 -0.418
C -1.858 0.290 -1.118
C -0.001 -0.345 -0.893
H 0.964 0.087 3.133
H 2.694 1.014 2.070
H 2.057 -1.108 2.032
H -2.701 0.025 -0.523
H -2.023 0.675 -2.263
N 0.855 0.216 0.870
N -0.122 1.015 0.716
N 0.940 -0.886 -0.030
O -1.060 -0.957 -1.677

Results
- frontier orbital gap (eV) = 9.914
- net charge = 0
- maximum force (eV/A) = 7.42

Entry 2:
DFT (ωB97M-V/def2-TZVPD) results for a 2-piece molecular cluster, C6H15NS overall.

Cartesian coordinates (Å):
C 0.298 0.809 1.849
C 1.421 -0.223 1.602
S 2.619 0.434 0.452
C -0.466 1.012 0.614
N -1.162 -0.190 0.159
C -2.528 -1.618 -1.330
C -1.830 -0.314 -1.156
C -0.778 -0.155 -2.306
H 0.778 1.717 2.192
H -0.287 0.619 2.785
H 1.863 -0.185 2.608
H 1.112 -1.224 1.550
H 1.170 0.128 -1.258
H 0.161 1.407 -0.190
H -1.310 1.851 0.825
H -1.226 -1.003 0.811
H -3.266 -1.872 -0.413
H -1.918 -2.547 -1.397
H -3.240 -1.623 -2.182
H -2.645 0.465 -1.360
H -1.353 -0.277 -3.284
H -0.330 0.808 -2.382
H 0.021 -0.939 -2.282

Results
- frontier orbital gap (eV) = 7.230
- net charge = 0
- maximum force (eV/A) = 4.70

Entry 3:
DFT (ωB97M-V/def2-TZVPD) results for C35H38AsBr2N4ORb as an isolated structure.

Cartesian coordinates (Å):
Rb 0.616 -0.625 0.728
Br 1.015 -0.074 5.231
C 2.193 -1.543 4.962
C 2.709 -2.215 6.052
C 3.572 -3.266 5.841
Br 4.283 -4.170 7.379
C 3.936 -3.658 4.541
C 4.832 -4.706 4.246
C 5.127 -5.004 2.942
C 4.499 -4.268 1.931
N 3.657 -3.293 2.166
C 3.372 -2.960 3.431
C 2.463 -1.837 3.612
O 1.967 -1.191 2.654
H 2.441 -1.914 7.055
H 5.285 -5.253 5.060
H 5.820 -5.789 2.682
H 4.694 -4.488 0.888
C 1.634 -4.554 -0.501
N 1.762 -3.315 -1.250
C 3.113 -2.789 -1.130
C 1.407 -3.548 -2.639
C 1.358 -2.265 -3.470
N 0.634 -1.187 -2.812
C -0.793 -1.450 -2.776
C 0.896 0.067 -3.492
H 2.229 -5.370 -0.940
H 0.589 -4.865 -0.481
H 1.966 -4.385 0.519
H 3.852 -3.431 -1.637
H 3.372 -2.722 -0.076
H 3.163 -1.790 -1.562
H 0.432 -4.041 -2.647
H 2.124 -4.232 -3.133
H 0.914 -2.505 -4.452
H 2.379 -1.923 -3.655
H -1.236 -1.447 -3.784
H -1.281 -0.678 -2.175
H -0.973 -2.420 -2.320
H 0.581 0.044 -4.548
H 1.963 0.289 -3.464
H 0.360 0.873 -2.991
C -1.073 2.757 4.173
C -1.159 1.853 3.070
N -1.218 1.132 2.182
H -0.470 3.620 3.888
H -0.591 2.240 5.004
H -2.070 3.085 4.468
C -6.058 1.070 0.606
C -5.478 2.290 0.904
C -4.150 2.530 0.590
C -3.386 1.557 -0.041
C -3.964 0.314 -0.280
C -5.290 0.070 0.031
As -1.536 1.773 -0.614
C -1.189 3.619 -0.096
C -0.067 3.917 0.667
C 0.237 5.227 1.000
C -0.582 6.258 0.569
C -1.704 5.971 -0.191
C -2.000 4.663 -0.529
C -1.872 2.179 -2.510
C -2.837 1.551 -3.288
C -2.902 1.779 -4.653
C -2.001 2.634 -5.264
C -1.030 3.260 -4.500
C -0.962 3.025 -3.141
H -7.102 0.895 0.828
H -6.067 3.062 1.381
H -3.712 3.487 0.847
H -3.354 -0.476 -0.717
H -5.728 -0.897 -0.172
H 0.580 3.106 0.998
H 1.118 5.450 1.587
H -0.342 7.282 0.815
H -2.347 6.772 -0.529
H -2.862 4.446 -1.153
H -3.556 0.887 -2.823
H -3.651 1.274 -5.247
H -2.046 2.799 -6.331
H -0.316 3.923 -4.967
H -0.191 3.513 -2.547

Results
- frontier orbital gap (eV) = 6.580
- net charge = 0
- maximum force (eV/A) = 0.98

Entry 4:
DFT (ωB97M-V/def2-TZVPD) results for C2H3AuLiO as an isolated structure.

Cartesian coordinates (Å):
O -0.754 0.949 -0.740
C 0.264 -0.004 -0.789
Li -1.979 1.057 1.692
Au 0.812 2.195 0.294
H 1.264 0.427 -0.961
C 0.131 -1.133 0.168
H 1.037 -1.736 0.295
H -0.774 -1.754 0.041

Results
- frontier orbital gap (alpha / beta) (eV) = 7.557 / 7.587
- net charge = +2
- <S²> = 3.783
- spin multiplicity = 4
- maximum force (eV/A) = 5.72

Entry 5:
DFT (ωB97M-V/def2-TZVPD) results for C27H40N15Si3Tl as an isolated structure.

Cartesian coordinates (Å):
Tl 0.946 0.233 0.876
N 3.515 0.983 3.600
C 2.288 1.567 3.888
N 2.046 2.155 5.057
N 0.769 2.563 4.969
N 0.279 2.248 3.816
N 1.213 1.590 3.096
C 4.143 1.063 2.361
N 5.463 1.201 2.244
N 5.682 1.182 0.918
N 4.559 1.050 0.285
N 3.549 0.956 1.174
H 4.167 1.088 4.359
C -2.535 -0.348 3.987
Si -2.044 -2.034 3.269
C -0.365 -2.470 4.058
C -3.295 -3.281 4.025
C -2.097 -2.135 1.424
Si -1.501 -3.655 0.609
C -0.303 -3.533 -0.886
C -2.923 -4.692 -0.159
C -0.594 -4.862 1.770
Si -3.245 -0.983 0.622
C -5.046 -1.262 1.226
C -3.441 -1.014 -1.284
C -2.934 0.893 0.971
C -4.016 1.744 1.227
C -3.816 3.092 1.470
C -2.524 3.584 1.461
C -1.496 2.694 1.195
N -1.684 1.402 0.941
H -2.805 -0.432 5.044
H -3.384 0.100 3.463
H -1.698 0.352 3.913
H -0.149 -1.798 4.893
H 0.444 -2.349 3.336
H -0.323 -3.498 4.426
H -3.271 -3.290 5.121
H -3.085 -4.296 3.676
H -4.311 -3.034 3.705
H -0.853 -3.483 -1.832
H 0.342 -4.415 -0.929
H 0.347 -2.659 -0.827
H -3.452 -4.106 -0.917
H -3.654 -4.988 0.598
H -2.542 -5.599 -0.643
H 0.390 -4.467 2.034
H -0.444 -5.834 1.291
H -1.141 -5.027 2.701
H -5.293 -2.318 1.080
H -5.802 -0.668 0.699
H -5.129 -1.053 2.296
H -3.115 -1.975 -1.694
H -2.850 -0.227 -1.756
H -4.483 -0.867 -1.576
H -5.015 1.325 1.256
H -4.656 3.746 1.677
H -2.315 4.627 1.659
H -0.463 3.026 1.195
C 1.816 3.283 -2.051
C 1.014 2.177 -2.642
N 0.445 1.213 -1.970
C -0.151 0.382 -2.884
C 0.062 0.853 -4.141
N 0.811 2.007 -3.988
C 1.289 2.821 -5.066
N 2.717 2.990 -5.013
N 3.265 4.212 -5.222
N 4.535 4.125 -5.123
C 4.869 2.831 -4.817
C 6.105 2.228 -4.573
C 6.101 0.886 -4.265
C 4.911 0.144 -4.196
C 3.680 0.717 -4.438
C 3.688 2.075 -4.745
H 1.590 3.333 -0.989
H 1.594 4.239 -2.529
H 2.885 3.078 -2.156
H -0.680 -0.498 -2.565
H -0.234 0.492 -5.112
H 0.866 3.827 -5.050
H 0.992 2.332 -5.995
H 7.017 2.808 -4.601
H 7.039 0.390 -4.052
H 4.958 -0.901 -3.920
H 2.765 0.146 -4.355

Results
- frontier orbital gap (eV) = 5.229
- net charge = -2
- maximum force (eV/A) = 0.63

Entry 6:
DFT (ωB97M-V/def2-TZVPD) results for C28H44BrMnN3P2 as an isolated structure.

Cartesian coordinates (Å):
C -1.938 -3.672 0.301
C -1.082 -3.004 -0.609
C -1.317 -3.143 -1.992
C -2.424 -3.890 -2.400
N -3.249 -4.481 -1.536
C -3.018 -4.396 -0.226
C -0.052 -2.151 -0.121
C 1.051 -1.863 0.454
C 2.443 -2.063 0.751
C 3.258 -0.984 1.149
C 4.627 -1.181 1.258
C 5.141 -2.436 0.940
C 4.351 -3.538 0.585
C 2.978 -3.331 0.477
Mn 0.296 0.086 0.439
P -2.039 0.607 0.116
H -0.675 -2.661 -2.731
H -1.796 -3.605 1.372
H -2.645 -3.996 -3.467
H -3.709 -4.902 0.449
H 2.288 -4.106 0.139
H 2.803 0.004 1.325
H 4.763 -4.517 0.395
H 5.271 -0.370 1.578
C -2.474 2.371 0.393
C -3.742 2.890 -0.276
H -1.607 2.968 0.070
H -2.547 2.486 1.485
H -3.849 3.955 -0.039
H -3.712 2.800 -1.369
H -4.647 2.386 0.086
C -2.601 0.170 -1.592
C -4.038 -0.280 -1.839
H -1.925 -0.638 -1.915
H -2.371 1.044 -2.218
H -4.150 -0.468 -2.917
H -4.284 -1.223 -1.330
H -4.790 0.475 -1.569
C -3.095 -0.372 1.247
C -4.535 0.068 1.509
H -2.543 -0.397 2.199
H -3.076 -1.397 0.849
H -4.977 -0.648 2.215
H -4.604 1.061 1.969
H -5.166 0.055 0.610
Br 7.037 -2.651 1.034
P 1.354 1.358 -1.444
C 0.177 2.300 -2.500
C 0.733 3.483 -3.291
H -0.615 2.646 -1.812
H -0.306 1.584 -3.184
H -0.081 3.967 -3.849
H 1.170 4.245 -2.635
H 1.487 3.181 -4.030
C 2.539 2.517 -0.653
C 3.775 2.876 -1.466
H 2.840 2.034 0.293
H 1.986 3.426 -0.368
H 4.411 3.564 -0.894
H 4.382 1.991 -1.693
H 3.524 3.378 -2.409
C 2.238 0.096 -2.449
C 2.580 0.499 -3.880
H 1.572 -0.784 -2.449
H 3.145 -0.217 -1.906
H 3.095 -0.328 -4.385
H 1.680 0.723 -4.463
H 3.251 1.366 -3.920
C 1.799 -0.268 5.441
N 0.649 0.411 4.800
C -0.280 1.189 5.635
C 0.441 0.357 3.525
N 0.095 0.504 2.398
H 1.784 -0.062 6.515
H 2.747 0.091 5.018
H 1.747 -1.352 5.278
H -0.315 2.233 5.297
H -1.295 0.777 5.561
H 0.059 1.149 6.672

Results
- frontier orbital gap (alpha / beta) (eV) = 7.792 / 6.686
- net charge = +2
- <S²> = 8.774
- spin multiplicity = 6
- maximum force (eV/A) = 5.10

Entry 7:
DFT (ωB97M-V/def2-TZVPD) results for the molecule C16H21N3O.

Cartesian coordinates (Å):
C -4.915 -0.950 -0.361
C -3.541 -0.200 -0.350
C -2.839 0.635 -1.309
C -1.810 0.991 -0.631
N -1.852 0.436 0.503
N -3.038 -0.208 0.852
C -3.374 -0.866 2.224
H -4.269 -0.372 2.316
H -2.553 -0.441 2.664
H -3.275 -1.872 1.947
C -0.826 2.081 -1.122
N 0.265 1.985 -0.355
C 1.636 1.396 -0.784
O 1.920 1.527 -1.806
C 2.644 1.452 0.314
C 2.736 2.764 1.308
H 3.082 3.430 0.534
H 1.854 3.010 1.787
H 3.715 2.834 1.849
H 3.569 1.276 0.060
C 2.261 0.317 1.317
C 1.966 -0.861 0.804
C 3.158 -1.575 0.229
C 2.900 -2.790 -0.394
C 1.675 -3.102 -1.086
C 0.679 -2.528 -0.381
C 0.809 -1.586 0.370
H -0.013 -0.676 0.702
H -0.491 -2.916 -0.475
H 1.554 -4.207 -1.356
H 3.823 -3.288 -0.985
H 4.138 -1.380 0.256
H 3.166 0.240 2.131
H 1.390 0.446 1.958
H 0.108 1.795 0.732
H -0.384 1.711 -2.074
H -1.113 2.913 -1.453
H -3.260 0.731 -2.040
H -4.822 -1.961 -0.205
H -5.819 -0.436 0.353
H -5.285 -0.943 -1.292

Results
- frontier orbital gap (eV) = 8.963
- SMILES = Cc1cc(CNC(=O)[C@@H](C)Cc2ccccc2)nn1C
- net charge = 0
- maximum force (eV/A) = 19.12

Entry 8:
DFT (ωB97M-V/def2-TZVPD) results for C5H13N2O as an isolated structure.

Cartesian coordinates (Å):
N 0.369 -1.059 -0.971
C 1.245 -0.137 -0.096
C 2.343 0.442 -1.006
C 0.257 0.843 0.413
N -0.534 0.144 1.392
C -1.966 0.352 1.275
C -2.400 -0.603 0.150
O -1.542 -0.936 -0.764
H -0.676 -1.048 -0.619
H 0.629 -2.040 -1.051
H 0.405 -0.671 -1.911
H 1.684 -0.753 0.682
H 2.075 1.087 -1.847
H 2.908 -0.392 -1.431
H 3.027 1.035 -0.380
H -0.367 1.228 -0.390
H 0.663 1.791 0.848
H -0.151 0.251 2.319
H -2.414 0.197 2.264
H -2.189 1.371 0.918
H -3.365 -1.098 0.206

Results
- frontier orbital gap (alpha / beta) (eV) = 6.244 / 9.243
- net charge = 0
- <S²> = 0.753
- spin multiplicity = 2
- maximum force (eV/A) = 15.59

Entry 9:
DFT (ωB97M-V/def2-TZVPD) results for a 2-piece molecular cluster, C3H11N2S overall.

Cartesian coordinates (Å):
C 1.818 1.832 -0.739
S 0.311 0.944 -0.296
C -0.880 1.956 -1.109
H 1.731 2.858 -0.379
H 2.686 1.305 -0.354
H 1.841 1.831 -1.835
H -0.642 3.018 -1.056
H -1.845 1.793 -0.625
H -0.982 1.587 -2.139
N -1.014 -2.458 0.044
C -0.544 -2.515 1.267
N -0.013 -1.520 1.923
H -1.367 -1.607 -0.369
H -1.095 -3.269 -0.555
H -0.602 -3.474 1.771
H 0.233 -1.633 2.902
H 0.364 -0.649 1.551

Results
- frontier orbital gap (alpha / beta) (eV) = 11.893 / 7.295
- net charge = +2
- <S²> = 0.753
- spin multiplicity = 2
- maximum force (eV/A) = 1.64

Entry 10:
DFT (ωB97M-V/def2-TZVPD) results for a 16-piece molecular cluster, C19H70N12O16 overall.

Cartesian coordinates (Å):
C 0.037 5.514 -0.333
C -0.427 4.465 0.694
O -1.312 5.039 1.566
H -0.858 5.961 -0.731
H 0.577 5.030 -1.209
H 0.723 6.292 0.048
H 0.484 4.080 1.146
H -0.962 3.644 0.240
H -0.788 5.580 2.107
C 3.640 -0.530 3.121
C 4.247 0.814 3.576
O 5.103 0.593 4.635
H 4.463 -1.184 2.823
H 3.132 -0.422 2.215
H 2.912 -1.074 3.782
H 3.561 1.609 3.927
H 4.658 1.320 2.692
H 4.635 0.185 5.357
C 3.867 -3.480 1.109
C 2.632 -3.519 0.240
O 1.909 -2.333 0.472
H 4.577 -2.698 0.774
H 4.441 -4.436 1.136
H 3.582 -3.343 2.150
H 2.039 -4.379 0.522
H 2.947 -3.703 -0.780
H 2.317 -1.569 -0.018
C -2.928 -1.155 0.758
O -1.569 -1.505 0.583
N -3.292 -0.404 1.739
N -3.878 -1.652 0.060
H -2.519 -0.147 2.426
H -4.203 -0.162 1.895
H -3.592 -2.252 -0.699
H -4.886 -1.357 0.052
C 1.659 -1.120 -4.131
O 2.311 -1.005 -5.376
N 0.867 -0.218 -3.677
N 1.919 -2.079 -3.279
H 0.560 0.480 -4.428
H 0.241 -0.276 -2.825
H 2.291 -2.927 -3.687
H 1.244 -2.290 -2.492
C -3.483 -3.447 -3.013
O -4.698 -2.859 -3.386
N -3.198 -4.688 -3.317
N -2.561 -2.727 -2.368
H -4.086 -4.931 -3.823
H -2.886 -5.335 -2.550
H -2.703 -1.718 -2.204
H -1.596 -3.033 -2.112
C -2.083 -0.370 4.475
O -2.741 0.449 5.400
N -2.231 -1.664 4.375
N -1.368 0.145 3.539
H -2.880 -2.172 5.015
H -2.146 -2.166 3.481
H -1.306 1.171 3.683
H -0.550 -0.445 3.273
C 4.040 -0.410 -0.805
O 5.043 -1.289 -1.204
N 4.250 0.575 0.061
N 2.861 -0.452 -1.349
H 5.098 0.436 0.575
H 3.552 1.186 0.538
H 2.748 -1.202 -2.021
H 2.111 0.271 -1.296
C 1.791 3.072 -3.119
O 2.561 4.275 -3.195
N 0.513 3.136 -3.454
N 2.332 1.900 -2.985
H 0.275 4.089 -3.619
H -0.208 2.635 -2.949
H 3.327 1.846 -2.694
H 1.815 1.018 -3.152
C 1.295 1.927 2.651
O 2.256 2.280 1.667
H 1.558 2.398 3.576
H 1.194 0.813 2.813
H 0.335 2.180 2.332
H 2.290 3.233 1.686
C -2.689 3.471 -2.244
O -1.897 2.455 -1.661
H -2.159 3.920 -3.087
H -2.866 4.290 -1.562
H -3.636 3.185 -2.677
H -2.196 2.400 -0.747
C -4.173 0.330 -2.073
O -2.942 0.005 -2.544
H -4.230 0.703 -0.963
H -4.863 -0.461 -2.260
H -4.597 1.057 -2.729
H -2.439 0.749 -2.725
C 0.407 -2.886 3.441
O 0.604 -1.562 2.812
H -0.595 -3.293 3.463
H 0.815 -2.776 4.403
H 1.017 -3.617 2.984
H 0.867 -1.717 1.857
C -3.893 2.960 1.055
O -2.756 2.111 1.050
H -3.679 3.921 1.440
H -4.577 2.563 1.646
H -4.287 3.090 0.054
H -3.123 1.238 1.090
C 0.042 -4.455 -2.112
O 0.169 -3.163 -1.625
H 1.029 -4.885 -2.013
H -0.204 -4.476 -3.155
H -0.748 -5.010 -1.579
H 0.467 -3.263 -0.782
C 0.188 0.893 -0.078
O -0.137 -0.038 -1.125
H 0.618 1.817 -0.518
H 1.055 0.402 0.387
H -0.574 1.078 0.698
H -0.896 -0.549 -0.827

Results
- frontier orbital gap (eV) = 8.352
- net charge = 0
- maximum force (eV/A) = 9.94